Entry 1:
ORCA calculation (ωB97M-V/def2-TZVPD) on C5H15NO2SSi as an isolated structure.

Atoms and positions in Å:
C 2.3974 1.9122 0.1836
C -1.3697 -2.4505 0.4347
C -1.3173 0.3110 -1.1904
C -2.5677 0.2785 1.5283
C 2.2687 1.1475 -1.0984
N 0.3190 -0.1596 1.1542
O 1.0040 -1.1208 -1.8681
O 2.7531 -1.3064 -0.1929
Si -1.1956 -0.6009 0.5214
S 1.6607 -0.5316 -0.7284
H 1.7045 1.4244 0.8312
H 3.3779 1.9080 0.5056
H 2.2146 2.9539 0.0376
H -1.2546 -2.8919 1.4095
H -2.3001 -2.6852 0.0650
H -0.4302 -2.8038 -0.1484
H -2.3649 0.6320 -1.2435
H -0.5813 1.1480 -1.1973
H -1.0711 -0.1690 -2.1203
H -2.3360 0.2972 2.7057
H -2.6810 1.2558 1.1011
H -3.4957 -0.1755 1.1168
H 3.0602 1.0413 -1.8288
H 1.4318 1.4813 -1.5940
H 0.7729 -0.8958 1.6157

Computed properties:
Total energy in eV: -29724.0800
HOMO level (alpha / beta) in eV: -9.56 / -9.56

Formally, the natural (NBO) partial charges of the atoms, in units of the elementary charge, are as follows:
1 C -0.64
2 C -1.13
3 C -1.10
4 C -1.12
5 C -0.58
6 N -1.15
7 O -0.88
8 O -0.91
9 Si 1.74
10 S 2.07
11 H 0.27
12 H 0.22
13 H 0.22
14 H 0.24
15 H 0.24
16 H 0.25
17 H 0.23
18 H 0.21
19 H 0.26
20 H 0.25
21 H 0.24
22 H 0.24
23 H 0.26
24 H 0.22
25 H 0.36

***

Entry 2:
ORCA calculation (ωB97M-V/def2-TZVPD) on a 2-piece molecular cluster, C3H2O2 overall.

Atoms and positions in Å:
C 0.7258 -0.9417 -0.3222
C -2.5024 -0.8332 0.5484
C 0.9053 0.1828 0.0322
O 0.8167 1.4504 0.1648
O -2.2114 0.1562 0.1116
H 0.6887 -2.0363 -0.4286
H 1.5773 2.0218 -0.1063

Computed properties:
Total energy in eV: -7235.1123
HOMO level in eV: -9.55

Formally, the natural (NBO) partial charges of the atoms, in units of the elementary charge, are as follows:
1 C -0.40
2 C 0.49
3 C 0.31
4 O -0.66
5 O -0.49
6 H 0.25
7 H 0.51

***

Entry 3:
ORCA calculation (ωB97M-V/def2-TZVPD) on one molecule with the formula C6H7N.

Atoms and positions in Å:
N -0.6642 3.0168 -0.9561
C -0.4403 2.0134 -0.4235
C -0.1622 0.8064 0.3563
C 1.2438 0.1914 0.0838
C 0.9372 -1.2439 -0.2470
C -0.3616 -1.5215 -0.2077
C -1.2082 -0.3320 0.1567
H -0.2053 1.1492 1.3906
H 1.7757 0.6998 -0.7291
H 1.8701 0.2729 0.9812
H 1.7210 -1.9580 -0.4774
H -0.7972 -2.4966 -0.3995
H -1.9477 -0.0967 -0.6178
H -1.7609 -0.5013 1.0895

Computed properties:
Total energy in eV: -7824.7629
HOMO level in eV: -9.76

Formally, the natural (NBO) partial charges of the atoms, in units of the elementary charge, are as follows:
1 N -0.33
2 C 0.29
3 C -0.33
4 C -0.42
5 C -0.19
6 C -0.19
7 C -0.42
8 H 0.25
9 H 0.23
10 H 0.22
11 H 0.22
12 H 0.22
13 H 0.23
14 H 0.22

***

The calculation returns the following energy relative to the best compared isomer or geometry (same formula, charge and spin) values, one per record and in order: 0.8939, 1.7901, 0.8844 eV.